Density functional theory data (wB97M-V/def2-TZVPD) for a cluster of 15 separate species, C21H56F30N10O16P5 in total.

Values from the calculation:
* HOMO level (alpha / beta): -0.03911 / -0.16415 Eh
* spin multiplicity: 2
* LUMO energy (alpha / beta): 2.86 / 2.85 eV
* total charge: -2
* calculated total energy: -198332.314 eV

Each line ends with the Löwdin spin population.
Geometry (Å):
1 C 3.785 -4.795 -0.789  0.00
2 C 2.680 -5.789 -1.303  0.00
3 O 2.142 -6.726 -0.663  0.00
4 N 1.860 -5.446 -2.553  0.00
5 H 2.461 -5.102 -3.289  0.00
6 H 1.535 -6.331 -2.915  0.00
7 C 0.456 -4.851 -2.259  0.00
8 H 4.260 -5.224 0.093  0.00
9 H 3.225 -3.906 -0.498  0.00
10 H 4.612 -4.523 -1.444  0.00
11 H -0.236 -5.679 -2.104  0.00
12 H 0.215 -4.286 -3.160  0.00
13 H 0.492 -4.243 -1.356  0.00
14 C -2.297 4.547 -5.847  0.00
15 C -1.981 3.121 -5.768  0.00
16 O -1.256 2.519 -6.545  0.00
17 N -2.591 2.375 -4.596  0.00
18 H -2.969 3.047 -3.944  0.00
19 H -3.429 1.981 -5.000  0.00
20 C -1.577 1.438 -3.906  0.00
21 H -3.374 4.593 -6.009  0.00
22 H -1.796 4.864 -6.761  0.00
23 H -2.028 5.048 -4.916  0.00
24 H -2.077 0.684 -3.299  0.00
25 H -0.897 1.972 -3.241  0.00
26 H -1.003 0.992 -4.718  0.00
27 C -5.606 1.435 -0.433  0.00
28 C -4.803 0.195 -0.237  0.00
29 O -4.056 -0.171 -1.125  0.00
30 N -4.837 -0.587 1.132  0.00
31 H -4.065 -0.270 1.700  0.00
32 H -5.638 -0.176 1.588  0.00
33 C -4.951 -2.118 1.016  0.00
34 H -5.554 1.736 -1.479  0.00
35 H -5.086 2.200 0.144  0.00
36 H -6.661 1.437 -0.161  0.00
37 H -4.129 -2.628 0.514  0.00
38 H -5.903 -2.314 0.522  0.00
39 H -4.872 -2.523 2.024  0.00
40 C 5.922 2.704 -1.590  0.00
41 C 5.889 4.163 -1.618  0.00
42 O 6.858 4.890 -1.540  0.00
43 N 4.473 4.865 -1.826  0.00
44 H 4.614 5.863 -1.893  0.00
45 H 4.030 4.674 -2.713  0.00
46 C 3.576 4.600 -0.599  0.00
47 H 5.524 2.178 -2.458  0.00
48 H 5.241 2.450 -0.778  0.00
49 H 6.921 2.294 -1.439  0.00
50 H 3.282 3.587 -0.325  0.00
51 H 2.623 5.122 -0.683  0.00
52 H 3.943 5.089 0.303  0.00
53 C -0.443 -5.482 2.088  0.06
54 C -0.423 -6.959 2.423  0.38
55 O -0.563 -7.877 1.579  0.30
56 N 0.019 -7.357 3.832  0.08
57 H 0.987 -7.641 3.865  0.05
58 H 0.073 -6.593 4.491  0.01
59 C -1.016 -8.421 4.466  0.06
60 H 0.547 -5.061 2.260  0.02
61 H -1.081 -4.899 2.753  0.01
62 H -0.632 -5.309 1.029  0.00
63 H -0.802 -8.455 5.534  0.01
64 H -0.777 -9.328 3.911  0.01
65 H -2.034 -8.123 4.217  0.01
66 C 0.372 1.917 0.108  0.00
67 C -0.458 0.716 -0.338  0.00
68 O -1.498 0.712 -0.984  0.00
69 N 0.258 -0.660 -0.022  0.00
70 H 0.757 -0.866 -0.875  0.00
71 H 0.882 -0.353 0.711  0.00
72 C -0.646 -1.858 0.364  0.00
73 H 0.098 2.138 1.140  0.00
74 H 0.005 2.763 -0.473  0.00
75 H 1.418 1.672 -0.079  0.00
76 H -1.164 -2.261 -0.506  0.00
77 H -1.354 -1.596 1.150  0.00
78 H 0.008 -2.565 0.875  0.00
79 C -0.368 1.032 7.035  0.00
80 C 0.319 2.054 6.121  0.00
81 O 0.618 3.199 6.470  0.00
82 N 0.673 1.543 4.742  0.00
83 H 0.475 0.558 4.640  0.00
84 H 0.092 1.974 4.037  0.00
85 C 2.131 1.716 4.432  0.00
86 H -0.938 1.712 7.669  0.00
87 H 0.353 0.422 7.579  0.00
88 H -1.061 0.310 6.603  0.00
89 H 2.232 2.745 4.087  0.00
90 H 2.607 1.059 3.704  0.00
91 H 2.762 1.613 5.315  0.00
92 P 0.965 5.320 2.627  0.00
93 F 0.229 4.096 3.445  0.00
94 F -0.199 6.369 2.989  0.00
95 F 1.750 5.864 3.940  0.00
96 F 1.602 6.538 1.816  0.00
97 F 2.184 4.289 2.304  0.00
98 F 0.161 4.764 1.272  0.00
99 P 1.873 3.454 -4.031  0.00
100 F 2.443 5.000 -3.797  0.00
101 F 2.442 3.514 -5.517  0.00
102 F 3.260 2.764 -3.563  0.00
103 F 1.176 2.009 -4.291  0.00
104 F 1.450 3.387 -2.516  0.00
105 F 0.510 4.138 -4.489  0.00
106 P -2.888 4.792 -1.585  0.00
107 F -3.685 4.366 -2.958  0.00
108 F -2.885 6.292 -2.201  0.00
109 F -4.333 5.172 -0.862  0.00
110 F -1.942 5.308 -0.335  0.00
111 F -2.993 3.260 -0.962  0.00
112 F -1.514 4.479 -2.489  0.00
113 P 4.007 -0.147 0.667  0.00
114 F 4.624 1.235 1.131  0.00
115 F 4.515 -0.726 2.098  0.00
116 F 2.538 0.180 1.370  0.00
117 F 3.293 -1.549 0.178  0.00
118 F 3.479 0.509 -0.755  0.00
119 F 5.409 -0.681 -0.041  0.00
120 P -3.409 -4.574 -2.054  0.00
121 F -3.400 -6.193 -2.272  0.00
122 F -4.498 -4.800 -0.896  0.00
123 F -2.338 -4.642 -0.874  0.00
124 F -3.460 -2.933 -1.996  0.00
125 F -2.281 -4.423 -3.163  0.00
126 F -4.527 -4.592 -3.252  0.00
127 N -2.636 1.222 2.998  0.00
128 O -3.339 1.865 2.209  0.00
129 O -1.905 1.873 3.689  0.00
130 O -2.719 0.040 3.033  0.00
131 N 2.048 -1.842 -3.345  0.00
132 O 1.177 -1.539 -2.510  0.00
133 O 2.232 -1.084 -4.323  0.00
134 O 2.760 -2.756 -3.135  0.00
135 N -0.165 -1.723 3.816  0.00
136 O -0.823 -2.598 3.333  0.00
137 O 0.521 -1.023 3.091  0.00
138 O -0.080 -1.437 4.998  0.00


Density functional theory data (wB97M-V/def2-TZVPD) for a cluster of 13 separate species, C21H56O19 in total.

Values from the calculation:
* HOMO level: -0.35406 Eh
* energy above the lowest of the compared OMol25 structures with the same formula, charge and spin: 0.00 kcal/mol
* LUMO energy: 0.04 eV
* total charge: 0
* calculated total energy: -61587.290 eV

Each line ends with the Mulliken charge.
Geometry (Å):
1 C 7.952 -3.587 -14.588  -0.42
2 C 6.522 -3.833 -15.134  0.02
3 O 6.749 -4.582 -16.325  -0.26
4 C 8.074 -4.710 -16.569  0.64
5 O 8.517 -5.277 -17.512  -0.52
6 O 8.800 -4.096 -15.613  -0.37
7 H 8.124 -4.166 -13.684  0.28
8 H 8.142 -2.529 -14.439  0.31
9 H 6.012 -2.897 -15.363  0.01
10 H 5.899 -4.413 -14.458  0.35
11 C 4.804 0.292 -19.917  1.21
12 C 5.538 1.288 -20.812  -0.42
13 O 5.156 0.869 -22.126  -0.42
14 C 4.689 -0.405 -22.071  0.36
15 O 4.422 -1.053 -23.023  -0.54
16 O 4.615 -0.825 -20.786  0.17
17 H 3.857 0.668 -19.529  -0.10
18 H 5.400 -0.072 -19.088  -0.82
19 H 6.619 1.169 -20.734  0.16
20 H 5.270 2.322 -20.617  0.37
21 C 6.957 -5.804 -20.643  -0.39
22 C 5.942 -4.979 -19.842  0.53
23 O 6.115 -3.661 -20.335  0.36
24 C 6.841 -3.687 -21.486  0.36
25 O 6.984 -2.745 -22.198  -0.51
26 O 7.303 -4.925 -21.723  -0.41
27 H 6.507 -6.695 -21.074  0.32
28 H 7.853 -6.075 -20.089  0.27
29 H 6.190 -4.990 -18.783  0.01
30 H 4.932 -5.351 -20.015  -0.35
31 O 0.150 -3.556 -14.623  -0.73
32 H 0.630 -3.686 -15.455  0.37
33 H 0.708 -2.971 -14.105  0.29
34 O -0.633 -4.851 -19.743  -0.65
35 H -0.261 -4.273 -20.420  0.36
36 H 0.112 -5.371 -19.424  0.33
37 O 2.130 -6.176 -18.723  -0.54
38 H 1.672 -6.943 -18.329  0.26
39 H 2.778 -6.542 -19.330  0.21
40 O 4.033 -1.038 -14.454  -0.65
41 H 3.808 -0.809 -15.367  0.27
42 H 4.569 -0.297 -14.160  0.29
43 C 7.644 -1.401 -18.234  0.05
44 C 8.431 -0.455 -19.102  -0.54
45 O 8.132 0.900 -18.676  -0.51
46 H 6.576 -1.375 -18.441  -0.42
47 H 7.785 -1.209 -17.171  0.33
48 H 7.954 -2.423 -18.480  0.06
49 H 8.101 -0.547 -20.137  0.15
50 H 9.497 -0.640 -18.986  0.55
51 H 8.955 1.394 -18.659  0.27
52 C 2.375 -3.622 -22.011  -0.57
53 C 1.595 -2.336 -21.819  0.10
54 O 0.215 -2.618 -21.599  -0.58
55 H 1.919 -4.200 -22.824  0.45
56 H 2.223 -4.270 -21.139  -0.08
57 H 3.436 -3.488 -22.206  0.19
58 H 1.724 -1.644 -22.657  0.37
59 H 1.948 -1.779 -20.950  -0.27
60 H -0.144 -3.114 -22.341  0.32
61 C -1.149 -1.867 -18.115  0.03
62 C -2.662 -1.745 -17.957  -0.63
63 O -3.031 -1.408 -16.624  -0.51
64 H -0.600 -1.277 -17.378  0.01
65 H -0.768 -1.726 -19.126  0.22
66 H -0.868 -2.891 -17.843  0.02
67 H -3.127 -2.701 -18.185  0.26
68 H -3.063 -1.002 -18.655  0.31
69 H -3.031 -0.453 -16.536  0.28
70 C -0.071 -8.333 -15.073  -1.28
71 C 0.113 -7.602 -16.388  0.22
72 O 1.100 -8.235 -17.224  -0.60
73 H -0.244 -9.394 -15.286  0.34
74 H -0.979 -7.986 -14.581  0.37
75 H 0.779 -8.280 -14.392  0.36
76 H 0.364 -6.549 -16.233  -0.02
77 H -0.835 -7.649 -16.922  0.26
78 H 1.823 -8.517 -16.656  0.31
79 C 1.521 0.702 -16.626  -0.92
80 C 2.828 1.444 -16.791  -0.36
81 O 3.912 0.501 -16.841  -0.27
82 H 0.738 1.456 -16.522  0.45
83 H 1.559 0.061 -15.748  0.28
84 H 1.276 0.127 -17.519  0.12
85 H 2.976 2.105 -15.930  0.35
86 H 2.814 2.063 -17.694  0.36
87 H 4.737 0.968 -17.003  0.16
88 C 3.669 -3.099 -17.849  0.04
89 C 2.158 -2.859 -17.703  0.69
90 O 1.518 -3.961 -17.074  -0.14
91 H 4.038 -3.594 -16.952  0.13
92 H 4.151 -2.121 -17.939  -0.32
93 H 3.879 -3.676 -18.744  -0.11
94 H 1.713 -2.674 -18.686  -0.07
95 H 2.007 -1.988 -17.067  -0.23
96 H 1.658 -4.730 -17.645  0.00


Density functional theory data (wB97M-V/def2-TZVPD) for a cluster of 6 separate species, C21H57B2F4N5O3 in total.

Values from the calculation:
* HOMO level: -0.33959 Eh
* LUMO energy: -4.77 eV
* total charge: +2
* calculated total energy: -48495.564 eV

Each line ends with the Mulliken charge.
Geometry (Å):
1 B -1.299 2.830 0.220  -0.27
2 H -0.483 2.212 0.561  -0.21
3 H -1.751 2.439 -0.678  -0.20
4 H -2.073 2.803 0.972  -0.16
5 H -0.974 3.847 0.059  -0.14
6 C 0.770 -4.426 -10.088  -1.16
7 C 0.062 -3.767 -8.847  -0.48
8 N 0.911 -3.044 -7.909  0.17
9 C 1.783 -3.640 -6.994  -0.31
10 C 2.462 -2.632 -6.384  -0.48
11 N 1.942 -1.403 -6.721  0.15
12 C 0.929 -1.657 -7.605  -0.09
13 C 2.151 -0.185 -5.971  -0.83
14 H 0.692 -5.513 -10.097  0.32
15 H 1.693 -3.928 -10.383  0.36
16 H 0.286 -4.212 -11.041  0.38
17 H -0.539 -4.436 -8.232  0.42
18 H -0.656 -3.091 -9.312  0.28
19 H 1.895 -4.711 -6.916  0.45
20 H 3.147 -2.803 -5.567  0.39
21 H 0.288 -0.943 -8.099  0.41
22 H 3.078 0.335 -6.214  0.29
23 H 2.102 -0.494 -4.927  0.37
24 H 1.282 0.460 -6.100  0.36
25 C -6.587 -3.975 -2.408  -0.85
26 N -5.449 -4.277 -3.430  -0.06
27 C -5.632 -5.701 -3.887  -0.96
28 C -5.679 -3.343 -4.711  -0.86
29 C -4.050 -4.067 -2.835  -0.57
30 C -3.766 -2.662 -2.311  -0.47
31 O -2.509 -2.616 -1.671  -0.55
32 H -7.528 -4.166 -2.925  0.41
33 H -6.490 -2.918 -2.161  0.38
34 H -6.419 -4.604 -1.534  0.36
35 H -5.023 -6.062 -4.715  0.36
36 H -6.670 -5.801 -4.206  0.43
37 H -5.650 -6.300 -2.976  0.42
38 H -6.546 -3.654 -5.294  0.36
39 H -4.840 -3.226 -5.397  0.34
40 H -5.690 -2.318 -4.338  0.44
41 H -3.393 -4.221 -3.691  0.33
42 H -3.827 -4.904 -2.173  0.44
43 H -4.437 -2.234 -1.567  0.34
44 H -3.726 -1.998 -3.174  0.36
45 H -2.490 -1.699 -1.386  0.36
46 C -1.510 0.158 6.993  -0.86
47 N -1.803 1.454 7.833  -0.27
48 C -0.992 2.569 7.224  -0.95
49 C -3.387 1.716 7.597  -0.74
50 C -1.300 1.233 9.266  -0.41
51 C -1.810 2.144 10.360  -0.67
52 O -1.638 3.545 10.010  -0.49
53 H -1.835 0.406 5.983  0.40
54 H -2.117 -0.571 7.530  0.49
55 H -0.444 -0.067 6.972  0.32
56 H -1.493 2.662 6.261  0.46
57 H 0.080 2.386 7.307  0.36
58 H -1.281 3.476 7.755  0.38
59 H -3.705 0.835 8.156  0.39
60 H -3.650 1.784 6.541  0.37
61 H -3.587 2.668 8.089  0.32
62 H -0.211 1.271 9.245  0.34
63 H -1.568 0.199 9.484  0.38
64 H -1.293 1.971 11.303  0.44
65 H -2.812 1.995 10.762  0.41
66 H -1.970 4.018 10.777  0.32
67 C 6.896 2.511 3.760  -0.95
68 N 6.437 1.229 2.904  0.02
69 C 7.800 0.821 2.325  -0.98
70 C 5.923 0.091 3.781  -0.99
71 C 5.440 1.412 1.768  -0.27
72 C 5.373 2.837 1.322  -0.59
73 O 4.495 3.589 2.020  -0.50
74 H 7.375 3.298 3.179  0.40
75 H 7.414 2.188 4.663  0.37
76 H 5.973 3.003 4.068  0.43
77 H 8.525 0.585 3.104  0.40
78 H 8.204 1.630 1.716  0.39
79 H 7.688 0.010 1.604  0.40
80 H 5.938 -0.852 3.235  0.37
81 H 4.989 0.364 4.271  0.40
82 H 6.744 0.003 4.492  0.42
83 H 4.445 1.045 2.021  0.35
84 H 5.760 0.859 0.885  0.29
85 H 5.174 2.770 0.253  0.38
86 H 6.241 3.494 1.291  0.30
87 H 3.563 3.554 1.794  0.36
88 B -0.691 9.262 -3.396  0.59
89 F 0.242 10.256 -3.667  -0.42
90 F -0.180 8.020 -3.645  -0.41
91 F -0.992 9.342 -2.023  -0.43
92 F -1.746 9.532 -4.112  -0.33


Density functional theory data (wB97M-V/def2-TZVPD) for a cluster of 10 separate species, C21H57F3O11 in total.

Values from the calculation:
* HOMO level: -0.06363 Eh
* energy above the lowest of the compared OMol25 structures with the same formula, charge and spin: 77.62 kcal/mol
* LUMO energy: 4.21 eV
* total charge: -2
* calculated total energy: -53369.934 eV

Each line ends with the Mulliken charge.
Geometry (Å):
1 C 1.882 -3.048 3.750  0.07
2 O 1.379 -1.848 4.486  -0.42
3 O 2.841 -3.698 4.587  -0.92
4 C 0.549 -3.913 3.211  0.79
5 F -0.027 -4.688 4.150  -0.34
6 F -0.398 -3.112 2.797  -0.27
7 F 0.899 -4.694 2.223  -0.28
8 C 1.125 -0.724 3.574  0.94
9 C 0.573 0.531 4.414  -1.41
10 H 0.703 1.452 3.846  0.17
11 H -0.344 0.361 4.979  0.38
12 H 1.111 0.812 5.320  0.46
13 H 0.377 -1.032 2.843  0.10
14 H 2.018 -0.436 3.019  -0.34
15 H 2.378 -2.700 2.844  0.03
16 C -0.373 0.171 -0.430  1.74
17 O -0.082 0.093 -1.807  -0.87
18 H -1.303 -0.327 -0.156  -0.33
19 H 0.443 -0.264 0.147  -0.12
20 H -0.477 1.149 0.040  -0.61
21 C -0.087 -3.946 -0.703  -0.82
22 C 0.076 -3.548 -2.102  -0.30
23 O 1.011 -2.588 -2.112  -0.50
24 H 0.841 -4.043 -0.140  0.40
25 H -0.670 -4.864 -0.633  0.45
26 H -0.735 -3.198 -0.244  -0.14
27 H -0.845 -3.088 -2.460  0.19
28 H 0.560 -4.268 -2.762  0.36
29 H 0.723 -1.711 -1.846  0.10
30 C -3.745 0.526 3.019  -1.24
31 C -2.780 1.650 2.823  0.87
32 O -3.398 2.788 3.274  -0.61
33 H -4.695 0.779 2.548  0.28
34 H -3.891 0.448 4.097  0.43
35 H -3.427 -0.454 2.665  0.19
36 H -2.649 1.859 1.761  -0.17
37 H -1.852 1.504 3.375  -0.05
38 H -3.286 2.747 4.227  0.36
39 C -0.392 3.993 1.956  -0.64
40 C -0.144 4.533 0.551  -0.29
41 O -0.805 3.659 -0.402  -0.51
42 H -0.237 2.917 2.039  -0.15
43 H -1.390 4.330 2.235  0.22
44 H 0.306 4.407 2.684  0.46
45 H 0.934 4.672 0.469  0.16
46 H -0.731 5.450 0.511  0.35
47 H -0.751 2.747 -0.107  -0.26
48 C -4.114 1.264 -0.881  -0.55
49 C -3.602 2.179 -2.049  -0.10
50 O -3.245 1.421 -3.166  -0.48
51 H -4.555 1.835 -0.063  0.28
52 H -3.440 0.494 -0.507  -0.24
53 H -4.994 0.697 -1.186  0.58
54 H -2.715 2.735 -1.743  -0.03
55 H -4.396 2.828 -2.417  0.35
56 H -4.009 0.870 -3.353  0.27
57 C 3.222 -2.236 -4.974  -1.10
58 C 2.931 -0.871 -4.444  -0.09
59 O 1.499 -0.947 -4.281  -0.45
60 H 4.301 -2.212 -5.128  0.42
61 H 2.628 -2.405 -5.872  0.23
62 H 2.929 -2.950 -4.204  0.27
63 H 3.430 -0.107 -5.041  0.41
64 H 3.309 -0.824 -3.423  0.10
65 H 1.457 -1.655 -3.635  0.35
66 C 5.451 0.966 0.593  -1.42
67 C 4.016 0.953 0.799  0.32
68 O 3.382 0.197 -0.178  -0.36
69 H 5.839 -0.051 0.644  0.31
70 H 5.965 1.522 1.377  0.38
71 H 5.764 1.354 -0.375  0.31
72 H 3.552 1.936 0.716  0.09
73 H 3.893 0.482 1.774  0.14
74 H 2.720 -0.423 0.137  0.19
75 C -4.071 -3.568 -1.442  -1.02
76 C -3.802 -2.708 -0.155  0.33
77 O -4.993 -2.453 0.450  -0.53
78 H -4.592 -2.949 -2.173  0.28
79 H -4.556 -4.518 -1.219  0.38
80 H -3.091 -3.781 -1.868  0.17
81 H -3.296 -1.775 -0.405  -0.13
82 H -3.048 -3.261 0.405  0.16
83 H -5.299 -3.266 0.859  0.34
84 C 2.931 4.227 -2.698  -1.33
85 C 2.845 2.737 -2.357  0.63
86 O 1.460 2.362 -2.547  -0.46
87 H 2.515 4.864 -1.918  0.18
88 H 2.618 4.493 -3.708  0.34
89 H 3.965 4.565 -2.754  0.43
90 H 3.048 2.757 -1.286  -0.29
91 H 3.662 2.233 -2.874  0.23
92 H 1.271 1.600 -1.994  0.16